Entry from OMol25: a 3-piece molecular cluster, CH4IN2 overall in a non-equilibrium geometry (ωB97M-V/def2-TZVPD).

CARTESIAN COORDINATES (ANGSTROEM)
C 0.01 -0.03 0.02
N 0.25 0.85 -0.72
N -0.05 -0.87 0.97
I -3.13 -0.07 -2.07
H 2.45 1.05 0.50
H -0.33 1.54 -1.30
H 0.54 -0.67 1.70
H -0.28 -1.76 0.68

Properties
Relative energy (zero: lowest compared OMol25 entry of this formula, charge and spin)   515.2 kJ/mol
Charge   +1
Lowest unoccupied orbital energy (alpha / beta)   -4.97 / -6.96 eV